DFT (ωB97M-V with the def2-TZVPD basis set) results for a molecular structure, C44H39N7O2P2STi.

Element x y z (Å)
Ti: 1.423 -0.771 0.205
O: -0.527 4.595 -0.518
S: -0.445 3.150 -0.803
C: -1.084 2.922 -2.469
C: -1.549 4.038 -3.140
C: -2.063 3.893 -4.420
C: -2.120 2.638 -5.011
C: -1.635 1.527 -4.334
C: -1.081 1.662 -3.061
P: -0.371 0.240 -2.167
C: -1.567 -1.065 -2.610
C: -1.423 -2.030 -3.603
C: -2.447 -2.940 -3.853
C: -3.625 -2.887 -3.121
C: -3.778 -1.925 -2.130
C: -2.753 -1.027 -1.869
C: 1.190 -0.101 -3.065
C: 1.313 -0.329 -4.437
C: 2.546 -0.605 -5.007
C: 3.693 -0.654 -4.222
C: 3.603 -0.393 -2.865
C: 2.361 -0.113 -2.304
C: -1.812 2.348 0.088
C: -3.127 2.636 -0.252
C: -4.168 2.082 0.476
C: -3.893 1.248 1.552
C: -2.580 0.976 1.913
C: -1.523 1.523 1.187
P: 0.214 1.194 1.629
C: 0.884 2.853 1.933
C: 0.199 3.750 2.752
C: 0.677 5.039 2.926
C: 1.831 5.447 2.273
C: 2.503 4.572 1.432
C: 2.026 3.283 1.258
C: 0.153 0.360 3.254
C: -0.179 -1.000 3.258
C: -0.210 -1.725 4.441
C: 0.115 -1.105 5.638
C: 0.471 0.235 5.645
C: 0.491 0.967 4.463
H: -1.509 5.004 -2.646
H: -2.432 4.762 -4.951
H: -2.545 2.521 -6.000
H: -1.708 0.550 -4.795
H: -0.517 -2.084 -4.192
H: -2.330 -3.677 -4.641
H: -4.430 -3.582 -3.334
H: -4.704 -1.867 -1.568
H: -2.881 -0.276 -1.092
H: 0.442 -0.267 -5.075
H: 2.616 -0.772 -6.076
H: 4.655 -0.865 -4.673
H: 4.491 -0.382 -2.246
H: 2.417 0.271 -1.271
H: -3.333 3.301 -1.083
H: -5.192 2.311 0.212
H: -4.703 0.824 2.133
H: -2.387 0.359 2.779
H: -0.724 3.452 3.238
H: 0.136 5.731 3.559
H: 2.195 6.460 2.400
H: 3.382 4.900 0.892
H: 2.515 2.628 0.549
H: -0.431 -1.494 2.330
H: -0.483 -2.774 4.426
H: 0.097 -1.666 6.566
H: 0.735 0.720 6.577
H: 0.778 2.009 4.493
N: 2.815 -4.836 0.647
C: 2.755 -3.992 -0.382
N: 2.730 -2.758 0.074
C: 2.780 -2.928 1.431
N: 2.828 -4.176 1.820
C: 2.990 -1.796 2.335
C: 3.346 -1.975 3.668
N: 3.767 -0.962 4.406
C: 3.859 0.221 3.820
C: 3.450 0.431 2.511
N: 2.993 -0.579 1.768
H: 2.882 -5.842 0.631
H: 2.749 -4.303 -1.414
H: 3.299 -2.956 4.126
H: 4.251 1.045 4.405
H: 3.469 1.413 2.075
C: -2.673 -2.922 1.205
N: -1.862 -3.670 0.251
C: -0.741 -3.209 -0.297
N: -0.172 -3.959 -1.287
O: -0.189 -2.159 0.111
H: -3.713 -2.937 0.882
H: -2.338 -1.890 1.223
H: -2.604 -3.347 2.206
H: -2.227 -4.539 -0.097
H: -0.783 -4.553 -1.827
H: 0.457 -3.423 -1.865

Forces on the atoms, in the same order (eV/Å):
Ti -0.85 0.06 -0.45
O 0.01 0.14 0.03
S -0.09 -0.17 -0.05
C -0.02 -0.01 -0.01
C 0.04 0.10 0.13
C -0.04 0.02 -0.07
C 0.00 -0.03 -0.01
C 0.01 0.09 0.07
C -0.10 0.03 -0.08
P 0.40 -0.23 0.26
C -0.08 -0.05 -0.02
C -0.02 -0.01 0.08
C 0.01 -0.03 -0.04
C -0.04 -0.05 -0.04
C 0.01 0.06 0.05
C -0.01 -0.02 -0.03
C -0.03 0.01 -0.04
C 0.01 -0.01 0.03
C 0.01 -0.01 -0.03
C 0.04 -0.02 -0.06
C -0.06 -0.02 0.01
C 0.38 -0.05 0.02
C -0.05 -0.11 0.10
C 0.13 0.03 -0.05
C -0.10 -0.04 0.05
C -0.07 0.01 -0.01
C 0.02 0.10 -0.14
C -0.12 0.11 -0.12
P 0.30 -0.14 -0.02
C -0.01 0.01 -0.03
C -0.01 0.01 0.00
C -0.03 0.02 0.03
C 0.02 0.05 0.01
C 0.01 -0.03 -0.02
C -0.02 0.09 0.10
C -0.01 -0.04 0.08
C 0.06 0.09 0.17
C -0.03 -0.03 -0.08
C 0.02 0.00 0.10
C 0.01 0.04 0.01
C -0.03 -0.04 -0.01
H 0.00 -0.07 -0.03
H 0.01 -0.04 0.00
H 0.02 0.01 0.05
H 0.01 -0.02 -0.01
H 0.02 0.00 -0.02
H -0.01 0.05 0.05
H 0.06 0.05 0.01
H 0.05 0.00 -0.03
H 0.01 -0.02 -0.02
H -0.02 0.00 -0.01
H 0.00 0.01 0.05
H -0.07 0.02 0.03
H -0.01 0.01 -0.01
H -0.22 0.16 -0.19
H 0.00 -0.04 0.03
H 0.04 -0.01 0.01
H 0.02 0.03 -0.03
H 0.04 -0.03 0.04
H 0.01 -0.01 0.00
H 0.02 -0.03 -0.03
H -0.02 -0.05 0.00
H -0.03 -0.01 0.02
H 0.04 -0.08 -0.07
H -0.06 -0.07 -0.12
H 0.02 0.05 0.00
H 0.00 0.04 -0.07
H -0.01 -0.02 -0.05
H 0.00 0.02 -0.01
N 0.01 -0.12 0.05
C 0.02 -0.12 -0.04
N -0.39 0.49 0.13
C 0.27 -0.16 0.18
N 0.00 -0.15 -0.22
C 0.37 0.02 0.15
C -0.05 0.03 -0.05
N 0.02 -0.13 0.18
C 0.01 0.21 -0.11
C -0.09 -0.23 0.12
N 0.04 -0.13 0.12
H 0.00 -0.04 0.02
H 0.01 0.00 0.04
H 0.01 0.01 -0.03
H -0.01 -0.03 0.00
H 0.00 0.17 -0.10
C 0.02 -0.06 -0.05
N -0.12 0.11 0.11
C 0.05 -0.08 0.02
N 0.03 0.13 0.02
O 0.23 0.22 0.03
H 0.03 -0.04 0.00
H 0.03 0.03 -0.02
H 0.03 0.00 0.00
H -0.08 -0.03 -0.03
H -0.04 -0.02 0.00
H 0.02 0.02 -0.05

Computed properties:
Spin multiplicity = 3
Total charge = +2
<S²> = 2.004
Highest occupied orbital energy (alpha / beta) = -0.4756 / -0.4763 Eh
Lowest unoccupied orbital energy (alpha / beta) = -5.42 / -5.61 eV
Relative energy (zero: lowest compared OMol25 entry of this formula, charge and spin) = 7.7 kcal/mol
Frontier orbital gap (alpha / beta) = 7.52 / 7.35 eV
E_tot = -113303.786 eV

---

DFT (ωB97M-V with the def2-TZVPD basis set) results for a molecular structure, C44H40Br2N3O2RbSb2.

Element x y z (Å)
Rb: 0.898 -0.029 -0.338
Br: 4.258 0.500 -0.280
C: 4.537 -0.430 -1.948
Br: 2.909 -0.876 -2.863
H: 5.060 -1.352 -1.722
H: 5.124 0.216 -2.591
C: -0.820 -0.771 2.317
C: -2.121 -0.097 1.897
C: -2.187 1.365 2.327
Sb: -0.701 2.678 1.455
C: 0.987 2.097 2.656
C: 0.910 1.669 3.981
C: 2.044 1.280 4.673
C: 3.288 1.320 4.057
C: 3.390 1.772 2.754
C: 2.245 2.156 2.064
C: -1.246 4.346 2.673
C: -2.556 4.813 2.668
C: -2.918 5.922 3.418
C: -1.969 6.585 4.181
C: -0.659 6.133 4.188
C: -0.302 5.021 3.439
Sb: -0.828 -2.900 1.923
C: 1.245 -3.239 2.395
C: 1.626 -4.244 3.278
C: 2.963 -4.527 3.514
C: 3.955 -3.811 2.862
C: 3.596 -2.815 1.968
C: 2.257 -2.540 1.739
C: -1.626 -3.354 3.850
C: -1.005 -2.965 5.034
C: -1.589 -3.224 6.262
C: -2.814 -3.875 6.324
C: -3.445 -4.265 5.154
C: -2.850 -4.008 3.926
H: -0.642 -0.682 3.392
H: 0.022 -0.275 1.839
H: -2.964 -0.636 2.348
H: -2.236 -0.163 0.812
H: -2.116 1.467 3.414
H: -3.139 1.810 2.031
H: -0.048 1.638 4.485
H: 1.961 0.943 5.699
H: 4.172 1.014 4.599
H: 4.361 1.837 2.276
H: 2.343 2.521 1.044
H: -3.316 4.317 2.074
H: -3.943 6.270 3.405
H: -2.248 7.450 4.768
H: 0.090 6.643 4.780
H: 0.725 4.676 3.470
H: 0.872 -4.819 3.804
H: 3.229 -5.309 4.214
H: 4.998 -4.027 3.053
H: 4.355 -2.237 1.454
H: 2.029 -1.750 1.032
H: -0.047 -2.456 5.003
H: -1.092 -2.919 7.173
H: -3.273 -4.078 7.282
H: -4.401 -4.771 5.196
H: -3.354 -4.329 3.022
C: 2.549 3.258 -7.584
O: 1.253 3.194 -8.137
C: 0.492 2.095 -7.848
C: -0.777 2.067 -8.426
C: -1.611 0.990 -8.202
C: -1.207 -0.042 -7.367
C: 0.057 -0.028 -6.809
C: 0.914 1.036 -7.049
N: -2.073 -1.191 -7.238
N: -2.391 -1.639 -6.132
C: -2.032 -0.997 -4.906
C: -2.207 0.348 -4.666
C: -1.937 0.903 -3.419
C: -1.469 0.141 -2.331
O: -1.214 0.661 -1.193
C: -1.265 -1.286 -2.596
N: -0.718 -2.049 -1.605
C: -0.540 -3.328 -1.819
C: -0.891 -3.975 -3.020
C: -1.406 -3.229 -4.036
C: -1.592 -1.834 -3.860
H: 2.975 4.201 -7.918
H: 3.172 2.432 -7.937
H: 2.515 3.245 -6.490
H: -1.082 2.889 -9.058
H: -2.586 0.943 -8.668
H: 0.380 -0.843 -6.173
H: 1.898 1.025 -6.606
H: -2.574 0.999 -5.452
H: -2.101 1.958 -3.249
H: -0.104 -3.906 -1.008
H: -0.740 -5.041 -3.120
H: -1.681 -3.678 -4.980

Forces on the atoms, in the same order (eV/Å):
Rb 1.15 -0.04 0.01
Br 0.13 -0.07 -0.06
C 0.25 -0.04 -0.05
Br 0.02 -0.06 -0.17
H -0.04 0.07 -0.02
H -0.05 -0.04 0.03
C -0.03 -0.05 0.11
C -0.02 -0.07 0.02
C 0.03 0.12 0.10
Sb -0.15 0.09 -0.10
C 0.07 0.04 0.12
C -0.06 0.00 -0.03
C -0.02 -0.04 0.07
C 0.02 0.00 0.03
C 0.02 0.03 -0.04
C 0.04 0.00 -0.08
C 0.03 -0.04 0.07
C -0.11 0.00 -0.05
C -0.04 0.03 0.01
C -0.01 0.03 0.03
C 0.01 0.03 0.02
C 0.08 0.01 0.06
Sb -0.09 0.00 -0.18
C -0.02 0.08 -0.05
C -0.06 -0.11 0.11
C 0.03 -0.03 0.03
C 0.01 0.01 0.00
C 0.06 0.03 0.03
C 0.00 0.10 -0.04
C 0.06 0.01 0.06
C 0.12 0.08 -0.01
C -0.03 -0.02 0.07
C 0.00 0.00 0.01
C -0.05 -0.03 0.05
C -0.07 -0.08 -0.07
H -0.04 0.06 -0.03
H -0.01 -0.19 0.40
H -0.01 0.03 -0.03
H 0.00 -0.03 0.00
H 0.01 -0.01 0.00
H -0.04 -0.02 -0.01
H -0.05 -0.01 0.01
H 0.00 0.00 0.00
H 0.04 -0.02 0.02
H 0.02 0.02 0.03
H 0.00 0.02 0.01
H 0.02 -0.02 -0.01
H -0.01 0.00 0.00
H -0.02 0.02 0.00
H 0.02 0.02 0.02
H 0.02 -0.01 -0.02
H -0.03 0.01 0.00
H 0.01 -0.01 0.01
H 0.03 -0.01 -0.01
H 0.03 -0.01 0.00
H 0.05 -0.23 0.18
H 0.01 0.00 -0.02
H 0.02 0.01 0.03
H -0.02 0.00 0.03
H -0.01 -0.01 0.00
H 0.01 0.02 -0.02
C -0.02 -0.03 0.04
O -0.14 -0.07 -0.01
C 0.06 0.12 -0.04
C 0.09 -0.07 0.08
C 0.06 0.08 -0.04
C -0.18 -0.33 0.02
C 0.14 0.09 0.00
C 0.02 0.07 -0.04
N -0.01 0.29 -0.31
N 0.05 -0.21 0.36
C -0.20 0.01 -0.32
C 0.04 0.17 0.16
C -0.07 -0.09 -0.04
C -0.12 0.12 -0.11
O -1.16 0.15 -0.51
C 0.13 0.12 0.01
N -0.09 0.06 -0.05
C 0.04 -0.09 0.04
C 0.02 0.01 0.07
C -0.02 0.05 -0.02
C 0.04 -0.15 0.11
H 0.00 -0.02 0.00
H 0.02 0.01 0.01
H 0.02 0.00 -0.01
H 0.01 0.05 -0.03
H -0.03 -0.01 0.00
H -0.03 -0.01 -0.03
H 0.05 0.03 0.00
H 0.02 -0.09 0.02
H -0.01 0.02 0.02
H -0.01 0.04 -0.02
H 0.00 -0.02 -0.01
H 0.00 0.01 -0.03

Computed properties:
Spin multiplicity = 1
Highest occupied orbital energy = -0.2361 Eh
Lowest unoccupied orbital energy = -0.33 eV
Relative energy (zero: lowest compared OMol25 entry of this formula, charge and spin) = 13.9 kcal/mol
Frontier orbital gap = 6.09 eV
E_tot = -208654.804 eV